Entry 1:
9
Properties=species:S:1:pos:R:3 method="wB97M-V/def2-TZVPD" gap_ha=0.31138 e_above_lowest_ev=1.055 homo_energy_ev=-9.1 e_tot_ev=-34562.7352
N -1.437 0.239 -1.298
O 1.014 -0.230 0.757
P -2.459 0.147 -0.079
S -3.405 1.840 0.187
S -2.972 -1.681 0.453
H -0.833 -0.403 -1.844
H -1.319 1.195 -1.705
H 1.888 -0.232 0.343
H 1.077 -0.791 1.535

Entry 2:
21
Properties=species:S:1:pos:R:3 method="wB97M-V/def2-TZVPD" spin_multiplicity=2 gap_ha="0.34155 / 0.16103" e_above_lowest_ev=2.841 homo_energy_ev="-12.2 / -12.2" e_tot_ev=-8381.5693 total_charge=+1
C -2.042 -1.108 -0.727
C -0.933 -0.235 -1.244
C -0.233 0.646 -0.162
C 0.842 -0.221 0.677
N 1.621 0.741 1.387
C 3.100 0.730 1.090
N -3.353 -0.475 -0.675
H -2.204 -2.024 -1.458
H -1.795 -1.639 0.323
H -0.068 -1.014 -1.571
H -1.212 0.275 -2.165
H 0.399 1.378 -0.749
H -1.083 0.966 0.662
H 0.455 -0.869 1.427
H 1.629 -0.823 0.059
H 1.396 1.609 1.547
H 3.419 0.360 0.148
H 3.567 1.670 1.448
H 3.605 0.072 1.845
H -3.313 0.416 -0.228
H -3.795 -0.456 -1.634

Entry 3:
17
Properties=species:S:1:pos:R:3 method="wB97M-V/def2-TZVPD" spin_multiplicity=3 gap_ha="0.24763 / 0.26682" e_above_lowest_ev=0.387 homo_energy_ev="-6.4 / -10.3" e_tot_ev=-33994.3773
C 0.815 -3.297 -2.571
C -0.888 2.402 1.332
C -1.256 -0.099 -0.548
C 1.323 -0.456 1.403
Si -0.008 0.761 0.599
P 2.073 -3.146 -3.390
Cl 1.320 1.865 -0.860
H -0.227 -3.283 -2.183
H -0.100 3.126 1.474
H -1.495 2.836 0.528
H -1.519 2.250 2.286
H -1.823 0.550 -1.245
H -0.732 -0.888 -1.168
H -2.108 -0.611 -0.093
H 2.097 -0.045 2.004
H 0.841 -1.180 1.940
H 1.688 -0.784 0.490